# 1
21
Properties=species:S:1:pos:R:3 method="wB97M-V/def2-TZVPD" homo_lumo_gap_ev=8.70 e_tot_ev=-10876.8985 total_charge=+1 multiplicity=1
C -4.2137 0.6160 0.4618
C -3.3515 -0.1309 -0.1670
N -1.9570 -0.1010 -0.2760
N -1.4376 -1.2698 0.2756
C -0.1084 -1.3319 0.6406
N 0.7106 -0.2618 0.5569
C 1.8571 -0.0579 0.0136
C 2.3823 -1.0698 -1.0007
C 2.6831 1.0039 0.5125
H -5.2381 0.3899 0.2628
H -3.9616 1.2207 1.3442
H -3.6590 -0.7398 -1.0485
H -1.4333 0.9079 0.2421
H -2.1287 -1.9977 0.3557
H 0.2144 -2.3051 0.9987
H 2.7381 -1.8625 -0.4218
H 3.2315 -0.5752 -1.4999
H 1.5848 -1.4480 -1.7725
H 2.6497 1.9442 -0.1730
H 3.7111 0.7191 0.4815
H 2.3876 1.3088 1.4881

***

# 2
18
Properties=species:S:1:pos:R:3 method="wB97M-V/def2-TZVPD" homo_lumo_gap_ev=10.44 e_tot_ev=-8899.1032 multiplicity=1
C 0.1390 0.5165 1.4496
N -0.1028 -0.5838 0.8711
C -1.3732 -0.8151 0.1976
C -2.2130 0.3690 -0.2804
H -0.5342 1.3797 1.4811
H 1.1146 0.6512 1.9305
H -1.1723 -1.4691 -0.6604
H -1.9314 -1.4133 0.9244
H -3.1391 -0.0237 -0.7145
H -1.6880 0.9290 -1.0607
H -2.4970 1.0523 0.5265
C 2.4021 -0.4996 -0.5361
C 1.2273 0.3991 -0.7999
O 0.4561 0.3075 -1.7299
H 2.4027 -1.3084 -1.2658
H 2.4332 -0.9194 0.4750
H 3.2780 0.1423 -0.6776
H 1.1981 1.2859 -0.1304

***

# 3
54
Properties=species:S:1:pos:R:3 method="wB97M-V/def2-TZVPD" homo_lumo_gap_ev=9.14 e_tot_ev=-47257.5381 multiplicity=1
O 2.4394 -1.3336 -1.8533
C 1.8064 -0.3609 -2.1951
C 2.0950 0.3794 -3.4977
C 1.0410 -0.0399 -4.5404
O -0.2393 0.4496 -4.1526
C -1.1020 -0.5692 -3.8620
O -2.2063 -0.3728 -3.4457
C -0.4056 -1.8364 -4.1456
C -0.8374 -3.1459 -4.0195
C 0.0566 -4.1486 -4.3545
C 1.3371 -3.8440 -4.8001
C 1.7682 -2.5306 -4.9212
C 0.8782 -1.5315 -4.5883
N 0.7558 0.1711 -1.5139
C 0.1147 -0.3294 -0.3766
C 0.4078 -1.5768 0.1709
C -0.2850 -2.0269 1.2819
C -1.2556 -1.2371 1.8763
C -1.5235 0.0061 1.3380
S -2.6767 1.1021 2.1668
O -3.5840 0.3077 2.9417
O -3.1937 2.0276 1.2016
N -1.7181 1.9464 3.2123
C -1.4974 1.4657 4.5476
C -0.2279 0.6142 4.7348
C 0.9306 0.9682 3.7988
C 1.1914 2.4678 3.6354
C 0.3791 3.0804 2.4946
C -1.1158 3.1863 2.8066
C -0.8656 0.4643 0.2181
H 2.0586 1.4601 -3.3602
H 3.0824 0.0861 -3.8523
H 1.2878 0.3978 -5.5153
H -1.8340 -3.3598 -3.6679
H -0.2415 -5.1823 -4.2661
H 2.0146 -4.6462 -5.0510
H 2.7676 -2.3035 -5.2572
H 0.3144 0.9919 -1.9098
H 1.1707 -2.1882 -0.2816
H -0.0602 -3.0024 1.6849
H -1.8179 -1.5656 2.7350
H -1.4599 2.3359 5.2117
H -2.3750 0.8736 4.8144
H 0.0958 0.7290 5.7714
H -0.4687 -0.4388 4.5819
H 1.8286 0.4869 4.1934
H 0.7435 0.5371 2.8133
H 0.9769 2.9904 4.5690
H 2.2506 2.6160 3.4122
H 0.7479 4.0865 2.2829
H 0.5222 2.4738 1.5977
H -1.6627 3.5167 1.9220
H -1.2684 3.9263 3.6024
H -1.1408 1.4252 -0.1895

***

# 4
21
Properties=species:S:1:pos:R:3 method="wB97M-V/def2-TZVPD" homo_lumo_gap_ev=9.76 e_tot_ev=-22335.9741 multiplicity=1
C 2.1562 0.9193 0.3136
S 1.7088 0.7418 2.0382
H 1.4018 0.3831 -0.2752
H 3.1560 0.4743 0.1847
H 2.1748 2.0023 0.1139
H 0.7897 -0.2138 2.0585
O -0.0670 -2.2340 0.7816
H 0.2945 -1.3727 0.9311
H -0.4462 -2.5696 -0.0225
O -1.2630 2.1087 3.0447
H -0.4921 2.5678 3.3876
H -1.3840 1.3517 3.6341
O 0.3226 -2.6083 -2.8411
H 0.6726 -2.3758 -3.6957
H -0.6247 -2.4175 -2.7675
O -2.1592 -0.6125 -2.4741
H -1.5538 -0.5564 -1.7105
H -1.5890 -0.0132 -2.9749
O -0.9284 1.1661 -0.2459
H -0.7099 1.2821 0.7025
H -1.4597 1.9768 -0.1832